A.
8
Properties=species:S:1:pos:R:3 method="wB97M-V/def2-TZVPD" smiles="O=C1O[C@@H]1P" charge=0 homo_lumo_gap_ev=10.575 molar_mass_g_mol=90.0
O 0.709 -1.052 -2.853
C -0.173 -0.461 -2.362
O -0.882 0.708 -2.517
C -0.988 -0.010 -1.181
P -0.075 0.984 0.168
H -2.045 -0.249 -1.101
H 0.842 0.061 0.720
H 1.071 1.411 -0.653



B.
8
Properties=species:S:1:pos:R:3 method="wB97M-V/def2-TZVPD" charge=0 homo_lumo_gap_ev="7.719 / 8.365" molar_mass_g_mol=90.0
C -0.131 0.576 -0.711
C 0.861 0.609 -1.631
O 0.972 1.445 -0.395
O 1.504 0.422 -2.598
P -1.375 -1.153 2.193
H -1.066 0.668 -0.365
H -0.795 -1.959 1.201
H 0.031 -0.608 2.305



Least stable of them? B.